P:
19
Properties=species:S:1:pos:R:3 method="wB97M-V/def2-TZVPD" e_lumo_ev="0.455 / 0.360" e_homo_ev="-3.7 / -7.5" total_charge=0 multiplicity=2 homo_lumo_gap_ev="4.13 / 7.84"
O 0.8800 0.9147 1.4817
N -2.6443 0.0092 0.6140
C 1.9452 0.3515 0.7039
C 1.5981 0.2759 -0.7759
C -1.7796 -0.1657 -0.5777
C -0.6757 -0.9936 -0.3553
C 0.5422 -0.7307 -1.2520
H -2.7741 1.0199 0.7330
H 2.8381 0.9705 0.8029
H 1.2625 1.2944 -1.0124
H 0.0650 -0.2924 -2.1377
H 2.5333 0.1424 -1.3273
H 1.2414 1.1337 2.3417
H -2.1143 -0.2653 1.4377
H -2.1646 0.2781 -1.4728
H 1.0266 -1.6498 -1.5904
H -0.3582 -1.2733 0.6411
H -3.6157 -0.3663 0.6681
H 2.1942 -0.6533 1.0773

Q:
19
Properties=species:S:1:pos:R:3 method="wB97M-V/def2-TZVPD" e_lumo_ev="0.618 / 0.606" e_homo_ev="-5.1 / -9.8" total_charge=0 multiplicity=2 homo_lumo_gap_ev="5.72 / 10.44"
O 0.3155 -1.8206 -0.5346
N 1.0852 0.9243 -0.7972
C 1.1055 0.4881 0.5974
C -1.3357 -0.7440 0.8210
C -0.4037 0.5001 1.1510
C -1.0636 -1.5092 -0.3851
C 1.1182 2.1241 -1.2517
H 1.7911 0.9854 1.3014
H 1.4311 -0.5772 0.6536
H -1.6350 -2.4295 -0.5938
H 1.2015 2.4390 -2.3754
H 0.3935 -2.6237 -1.1143
H -1.1176 -1.5505 1.6850
H -2.4097 -0.4170 1.0054
H -0.3495 0.5791 2.2361
H -1.2734 -0.7745 -1.2598
H 1.1200 0.0635 -1.2609
H 0.9691 2.9333 -0.6678
H -0.9425 1.4094 0.7896

R:
19
Properties=species:S:1:pos:R:3 method="wB97M-V/def2-TZVPD" e_lumo_ev="1.029 / 0.994" e_homo_ev="-4.8 / -10.1" total_charge=0 multiplicity=2 homo_lumo_gap_ev="5.80 / 11.06"
O -1.3661 -0.2089 -0.1919
N 2.0759 0.3307 0.5115
C 0.6793 2.0940 1.4988
C -1.5179 -0.8515 -1.2247
C -2.7339 -1.6705 -1.5860
C 1.0269 0.5904 1.5681
C 1.8771 -0.3595 -0.5365
H 2.7476 -0.4634 -1.1792
H -0.2031 2.3296 2.0715
H -3.4573 -1.7202 -0.7376
H 0.1571 -0.0065 1.2287
H -3.1417 -1.1567 -2.4649
H 1.4592 0.1671 2.4840
H -0.8144 -0.6702 -2.0930
H 0.5519 2.2696 0.4316
H 3.0868 0.6683 0.6872
H 1.5406 2.6409 1.8665
H 0.9253 -0.8607 -0.7272
H -2.4433 -2.6591 -1.9310

Which structure is most stable? R, by 0.0208 hartree over the runner-up.

P:
19
Properties=species:S:1:pos:R:3 method="wB97M-V/def2-TZVPD" e_lumo_ev="0.591 / 0.588" e_homo_ev="-5.8 / -8.2" total_charge=0 multiplicity=2 homo_lumo_gap_ev="6.36 / 8.79"
O -3.2755 0.4517 0.8389
N -0.8440 1.3124 -0.6310
C -0.9577 2.6070 -1.0597
C 0.1451 0.3793 -0.8920
C 0.2907 -0.7342 -0.1416
C 1.5626 -1.5334 -0.2625
C 2.3538 -1.6070 1.0519
H -1.3552 1.0612 0.2036
H -1.6833 3.2172 -0.5613
H -0.5723 -1.2385 0.2852
H 1.7033 -1.5428 1.9268
H -3.9015 0.4914 0.1084
H 1.4017 -2.5353 -0.6813
H 3.0037 -0.7428 1.1654
H -3.7979 0.2628 1.6287
H 2.9196 -2.5291 1.2038
H 0.9430 0.7571 -1.5125
H 2.2310 -1.0440 -0.9736
H -0.1673 2.9672 -1.6975

Q:
19
Properties=species:S:1:pos:R:3 method="wB97M-V/def2-TZVPD" e_lumo_ev="0.760 / 0.448" e_homo_ev="-4.0 / -7.4" total_charge=0 multiplicity=2 homo_lumo_gap_ev="4.73 / 7.81"
O -0.3757 1.3620 0.8959
N 1.4313 -0.9988 1.7673
C 0.8209 -0.6696 -0.6141
C -1.4524 0.4766 -1.1096
C 1.0374 -1.5602 0.3948
C -0.9694 1.6907 -0.3620
C -0.3812 -0.6038 -1.5054
H 1.6643 -1.8119 2.3239
H -0.2812 2.3087 -0.9404
H 0.6216 -2.5476 0.5286
H 0.7300 -0.4369 2.2612
H -0.5144 2.1236 1.4560
H -1.8348 2.3226 -0.1057
H 1.4449 0.2115 -0.6788
H -0.9574 -1.5299 -1.4421
H 2.2466 -0.4200 1.6810
H -2.2219 -0.0160 -0.5156
H -0.1032 -0.4864 -2.5581
H -1.9041 0.8249 -2.0417

R:
19
Properties=species:S:1:pos:R:3 method="wB97M-V/def2-TZVPD" e_lumo_ev="0.928 / -1.739" e_homo_ev="-9.1 / -9.1" total_charge=0 multiplicity=2 homo_lumo_gap_ev="10.00 / 7.34"
O -2.9076 0.2754 -0.5702
N -0.5839 1.7199 -0.4449
C -0.4554 0.3114 -0.7059
C -1.8238 -0.4657 -0.7908
C 0.6890 -0.4919 0.0592
C 2.1093 0.0112 -0.1292
C 0.2470 -0.5214 1.5228
H -0.3658 -1.4151 1.7621
H -1.7470 -1.3763 -0.1737
H 2.2695 0.2269 -1.1942
H -1.5650 1.9431 -0.3209
H -0.5337 0.2104 1.7905
H -0.1665 1.9645 0.4495
H 1.0291 -0.4338 2.2589
H 0.0142 0.1969 -1.7099
H 2.8364 -0.7710 0.0926
H -1.8389 -0.8979 -1.8123
H 0.5328 -1.4571 -0.4621
H 2.2603 0.9704 0.3786

Which structure is most stable? P, by 0.0151 hartree over the runner-up.

P:
12
Properties=species:S:1:pos:R:3 method="wB97M-V/def2-TZVPD" e_lumo_ev=-4.338 e_homo_ev=-13.7 total_charge=+1 homo_lumo_gap_ev=9.38
I -2.7518 -0.0218 0.0180
N -0.0101 -1.5801 -0.1902
C 0.8518 1.6906 0.0564
C 0.1163 0.7267 -0.4798
C -0.5544 -0.2971 0.2806
H -0.0898 -1.6446 -1.2243
H 0.9988 -1.7243 0.1751
H 0.6975 2.1295 1.0699
H 0.0166 0.5923 -1.5160
H 1.4550 2.4502 -0.4436
H -0.2778 -0.0590 1.7567
H -0.4520 -2.2624 0.4971

Q:
12
Properties=species:S:1:pos:R:3 method="wB97M-V/def2-TZVPD" e_lumo_ev=-4.981 e_homo_ev=-12.9 total_charge=+1 homo_lumo_gap_ev=7.88
I 2.6554 -2.2345 -2.6159
N -0.9062 -0.2132 -0.7645
C 0.0671 1.3456 1.0703
C -0.6681 0.3190 0.3746
C -0.8883 0.4102 1.8132
H -0.5341 -0.4383 2.3196
H -0.2546 2.4147 0.9750
H 1.1917 1.3612 1.3404
H 3.1448 -2.8370 -4.0316
H -1.8551 0.6111 2.1561
H -1.4799 -1.0305 -0.9597
H -0.4725 0.2917 -1.6776

Which structure is most stable? Q, by 0.0399 hartree over the runner-up.

P:
16
Properties=species:S:1:pos:R:3 method="wB97M-V/def2-TZVPD" e_lumo_ev=-3.328 e_homo_ev=-14.6 total_charge=+1 homo_lumo_gap_ev=11.27
O -0.9663 1.4720 -0.3318
N 1.4546 0.0665 -0.5693
N -0.2879 -0.6831 0.9281
N -0.5896 -0.8053 -1.5268
C 0.3375 0.0235 1.9850
C 0.1890 -0.5551 -0.3361
H 2.2424 -0.2129 -0.0165
H -1.3687 -1.0818 1.1410
H 1.0490 0.7150 1.7734
H -0.4466 2.3091 -0.5356
H -1.3981 -1.2294 -1.4220
H -0.4501 0.6223 2.3853
H -1.5248 1.3196 -1.1087
H 1.7345 0.2974 -1.5160
H -0.1920 -0.7324 -2.5131
H 0.8862 -0.6403 2.7494

Q:
16
Properties=species:S:1:pos:R:3 method="wB97M-V/def2-TZVPD" e_lumo_ev=-2.753 e_homo_ev=-14.3 total_charge=+1 homo_lumo_gap_ev=11.51
O 2.3003 -0.5048 1.3229
N -3.2420 0.0191 0.1468
N -1.0278 -0.5354 -0.0273
N 1.0958 0.5465 -0.4622
C 2.4451 -0.0348 0.0559
C -1.9885 0.2859 -0.0835
H 1.2012 0.8988 -1.4189
H -1.7750 1.2816 -0.3180
H 0.0286 -0.0800 -0.4236
H 0.8455 1.4021 0.0547
H 2.7946 -0.7396 -0.6669
H -3.3926 -1.0253 0.4045
H 2.6604 -1.3930 1.3541
H -1.1376 -1.5033 -0.0113
H 3.2679 0.7737 -0.1816
H -4.0761 0.6083 0.2544

R:
16
Properties=species:S:1:pos:R:3 method="wB97M-V/def2-TZVPD" e_lumo_ev=-2.937 e_homo_ev=-13.8 total_charge=+1 homo_lumo_gap_ev=10.89
O -2.1242 0.5846 0.5489
N 0.3255 -0.3497 0.5000
N -0.9891 -2.1735 -0.0047
N 2.6569 0.9089 -0.0692
C -0.0453 -1.3246 -0.2826
C -2.4095 1.4705 -0.2255
H 3.4450 0.5118 -0.5981
H 2.6198 1.9454 -0.1080
H -1.6587 2.2178 -0.3746
H -0.0842 -0.0645 1.3581
H 2.6776 0.4866 0.8711
H -1.4667 -2.9296 -0.6103
H 1.0651 0.2554 0.0917
H -3.3069 1.7913 -0.7588
H 0.6060 -1.3600 -1.2850
H -1.3113 -1.9705 0.9468

Which structure is most stable? Q, by 0.0053 hartree over the runner-up.

P:
79
Properties=species:S:1:pos:R:3 method="wB97M-V/def2-TZVPD" e_lumo_ev=-7.859 e_homo_ev=-12.7 total_charge=+2 homo_lumo_gap_ev=4.89
Pt 0.0419 -0.4313 -0.0182
Sb -2.4918 1.8719 0.0201
Cl 6.2519 2.7290 -1.0113
Cl 2.0485 4.9367 1.5394
Cl 4.6359 0.1698 -1.7112
Cl 5.0146 5.0982 0.4509
S 0.0741 -2.9321 -3.0541
S 1.1039 -2.5033 -0.2237
O -0.1124 -0.2984 2.6750
O 1.8933 0.3430 -0.6372
O 0.9072 2.2296 1.0241
N -1.5149 -1.5397 0.5645
N 2.4213 -2.1348 -2.5284
C 1.9962 2.4368 0.5145
C -4.4445 0.2412 -1.6464
C 2.7896 3.6679 0.6917
C -3.3141 3.7360 -2.3609
C -1.6783 -1.9730 1.8251
C 4.6499 2.5784 -0.5186
C 2.5838 1.3184 -0.3446
C 4.0489 3.7269 0.2192
C -2.5889 -2.9864 2.1065
C 2.5094 -2.2710 -3.9831
C -2.4318 1.9517 3.0112
C -1.5580 4.0575 1.9859
C -4.0196 3.6715 2.0817
C -2.2133 -2.1274 -0.4284
C -4.5027 0.9829 -0.3140
C 3.9442 1.4519 -0.8069
C -4.7668 0.0365 0.8517
C 1.0689 -2.4056 -4.4919
C -1.0385 4.1405 -1.4155
C -1.4574 2.0772 -2.7707
C -2.6570 3.0112 1.9408
C -5.6161 2.0264 -0.3860
C -2.0634 3.0790 -1.7940
C -3.3130 -3.5780 1.0941
C 1.2982 -2.4478 -1.9458
C -3.1136 -3.1403 -0.2080
C -0.8757 -1.4437 2.9924
H 0.6752 -0.2897 3.2292
H -5.4698 2.7452 -1.1879
H 0.9841 -3.1599 -5.2689
H -0.5925 1.5674 -2.3362
H 0.6685 -1.4641 -4.8607
H -3.0258 4.3793 -3.1991
H -3.1859 1.1639 2.9803
H -5.6904 -0.5205 0.6616
H -3.6423 -3.5773 -1.0423
H -6.5594 1.5076 -0.5883
H -3.8125 4.3730 -1.6294
H -2.6987 -3.3156 3.1312
H -4.2692 4.3132 1.2360
H -0.1532 3.7073 -0.9498
H 3.0027 -1.3961 -4.4023
H -4.0186 -4.3676 1.3120
H -1.5469 4.5063 2.9852
H -0.5818 3.6284 1.8083
H -1.5798 -1.2190 3.8001
H -4.0055 4.3063 2.9739
H -3.5901 -0.4246 -1.7242
H -4.4144 0.9296 -2.4900
H -3.9670 -0.6877 0.9939
H -5.3490 -0.3660 -1.7592
H -0.2285 -2.2574 3.3346
H 3.1930 -1.7843 -1.9725
H -4.8142 2.9433 2.2259
H -1.4518 4.8856 -0.7421
H -4.9079 0.5800 1.7854
H -1.4473 1.4956 2.9196
H -2.4956 2.4263 3.9961
H -5.7471 2.5695 0.5416
H -2.0090 -1.7589 -1.4214
H 3.1060 -3.1525 -4.2210
H -1.7267 4.8610 1.2735
H -1.1197 2.6080 -3.6672
H -4.0288 3.0122 -2.7469
H -2.1778 1.3216 -3.0868
H -0.7157 4.6645 -2.3212

Q:
79
Properties=species:S:1:pos:R:3 method="wB97M-V/def2-TZVPD" e_lumo_ev="-7.590 / -7.610" e_homo_ev="-12.9 / -12.6" total_charge=+2 homo_lumo_gap_ev="5.32 / 4.96"
Pt 0.8095 1.3732 0.0699
Sb -0.6193 -1.6837 -0.8404
Cl 6.4587 2.8527 -3.3673
Cl 3.9682 4.3013 -2.2164
Cl 4.2830 -1.9967 -2.5270
Cl 6.5088 -0.2235 -3.6876
S 1.7838 3.5794 0.9810
S -0.4248 4.1618 3.0111
O 2.0939 -0.2632 -1.3552
O 1.8557 2.3462 -1.5556
O 1.8459 0.2165 2.3345
N -0.5916 1.3383 1.5413
N 1.0726 5.9140 1.9563
C -0.3619 -4.5781 0.2115
C 4.1704 -0.2958 -2.4772
C 5.1573 0.4829 -2.9685
C -1.8213 1.6971 1.1229
C -3.4113 -3.1169 -0.6780
C -3.4591 -0.6219 -0.8919
C -0.5649 -1.7570 -3.0924
C 0.1457 6.7496 2.7209
C -2.7352 1.3303 3.2799
C 2.9062 1.8337 -1.9097
C -2.7921 -1.6954 1.2878
C -1.6945 -2.6443 -3.5955
C 0.4716 -3.3042 0.2704
C 0.9603 0.6161 3.3552
C -2.9155 1.6908 1.9533
C -0.7335 -0.3049 -3.5131
C 1.8259 -3.4850 -0.3964
C -0.4852 5.8287 3.7560
C -1.4707 0.9877 3.7122
C 0.6262 -2.7690 1.6860
C 3.0047 0.3155 -1.8693
C 5.1151 1.9687 -2.8655
C -0.4043 0.9847 2.8233
C 0.8551 4.6157 1.9292
C -2.7654 -1.8092 -0.2303
C 0.7939 -2.3177 -3.4810
C 4.0367 2.6048 -2.3651
H -0.6864 -0.2416 -4.6075
H -2.3795 -2.5866 1.7635
H 0.0840 5.7977 4.6817
H 1.1963 -1.8401 1.6963
H -2.9219 -3.9914 -0.2528
H 0.8708 -3.3795 -3.2451
H 0.6778 7.5699 3.1957
H -0.6368 -4.8504 -0.8098
H -3.4842 -0.7251 -1.9781
H 1.7506 6.3285 1.3320
H -4.4521 -3.1257 -0.3301
H -1.5192 6.0813 3.9721
H -3.5740 1.3124 3.9651
H -1.5935 -2.7482 -4.6834
H 1.1694 -3.5113 2.2847
H 1.6078 -1.7867 -2.9915
H 2.7506 0.3097 2.6484
H -3.4349 -3.2230 -1.7599
H 2.3604 -2.5391 -0.4834
H -0.3368 -2.5971 2.1695
H 1.7395 -3.9368 -1.3849
H 0.0585 0.3277 -3.1051
H 2.4319 -4.1606 0.2200
H -3.8885 1.9557 1.5631
H 0.2377 -5.4050 0.6127
H -3.8317 -1.5976 1.6255
H 1.3479 1.4913 3.8878
H -1.2937 0.7128 4.7451
H -1.8941 2.0121 0.0937
H -1.2633 -4.5073 0.8205
H -4.4986 -0.5699 -0.5450
H -2.2438 -0.8247 1.6418
H -2.6767 -2.2121 -3.4062
H -0.6060 7.1706 2.0519
H -1.6976 0.1012 -3.2017
H -1.6529 -3.6489 -3.1717
H -2.9773 0.3210 -0.6437
H 0.9278 -2.2113 -4.5652
H 0.8342 -0.1959 4.0747

Which structure is most stable? P, by 0.0368 hartree over the runner-up.